(1)
Molecular formula: C24H64O8
Method: DFT, ωB97M-V/def2-TZVPD

Results
**E_HOMO**: -9.3238 eV
**SMILES**: CC(C)O.CC(C)O.CC(C)O.CC(C)O.CC(C)O.CC(C)O.CC(C)O.CC(C)O
**Relative energy (zero: lowest compared OMol25 entry of this formula, charge and spin)**: 35.4 kcal/mol
**Orbital gap**: 10.03 eV

Geometry as XYZ:
```
96
C24H64O8 (ωB97M-V/def2-TZVPD)
C -0.6886 -1.2352 -0.8276
C -1.6639 -0.3440 -0.0255
C -2.8001 -1.1529 0.5230
O -0.8998 0.1845 1.0667
H -1.1583 -1.4412 -1.7454
H -0.4691 -2.2168 -0.1993
H 0.3064 -0.8371 -0.9470
H -2.0409 0.4882 -0.6248
H -3.5135 -0.5243 1.0643
H -2.3913 -1.9206 1.1874
H -3.4318 -1.5782 -0.2553
H -0.3431 -0.5399 1.3905
C -0.0996 3.6256 -3.9215
C 0.0381 2.6192 -2.7748
C -1.1858 2.6500 -1.9208
O 0.1766 1.1971 -3.1595
H -0.8882 3.4551 -4.5788
H 0.8582 3.6533 -4.4876
H -0.3305 4.6321 -3.5079
H 0.9114 2.9440 -2.2322
H -2.0724 2.4966 -2.5665
H -1.3458 3.5550 -1.3980
H -1.0609 1.9125 -1.1367
H 0.8743 1.3149 -3.8251
C -2.0034 2.9925 3.4480
C -2.6736 1.7120 3.9842
C -4.0909 1.5239 3.4936
O -1.8004 0.5576 3.6816
H -0.9572 2.9632 3.4837
H -2.2917 3.8718 4.0649
H -2.1838 3.2035 2.3793
H -2.6233 1.7795 5.0534
H -4.8461 2.2896 3.7366
H -4.4963 0.5572 3.9113
H -4.0675 1.3272 2.4443
H -1.5312 0.5629 2.7598
C 3.5759 -1.7267 -1.7122
C 3.7088 -0.2985 -2.3758
C 3.2643 -0.3970 -3.7955
O 2.9554 0.6478 -1.6524
H 3.7682 -2.5678 -2.3952
H 2.5788 -1.8233 -1.3647
H 4.1882 -1.8592 -0.8076
H 4.7538 -0.0398 -2.3690
H 3.0528 0.6010 -4.2764
H 2.2926 -0.9181 -3.8710
H 4.0537 -0.9601 -4.3667
H 2.0921 0.7818 -2.0664
C 2.4737 -3.4408 1.8136
C 1.9629 -2.2269 2.5744
C 2.8767 -1.0338 2.2461
O 0.6169 -1.9287 2.1146
H 1.8326 -4.2473 2.0211
H 3.5052 -3.7973 2.0746
H 2.4707 -3.1702 0.7340
H 1.9726 -2.4529 3.6541
H 2.8227 -0.7747 1.1536
H 3.9018 -1.3341 2.4496
H 2.6291 -0.1392 2.8013
H 0.0153 -2.3484 2.7985
C -0.5715 -3.0730 -6.0948
C -0.8528 -1.5888 -6.2540
C -1.9655 -1.1233 -5.3203
O 0.3012 -0.7685 -5.8493
H -1.3935 -3.7204 -6.3789
H -0.3431 -3.2452 -5.0428
H 0.2683 -3.3586 -6.6814
H -1.1015 -1.3548 -7.3093
H -2.2602 -0.0668 -5.5220
H -1.5956 -1.1508 -4.3141
H -2.8624 -1.7517 -5.3735
H 1.0633 -0.9838 -6.3686
C 2.8230 5.0223 0.5077
C 2.6449 3.5222 0.5142
C 1.2845 3.0812 1.1683
O 2.6561 3.1182 -0.8151
H 2.0077 5.4229 -0.1983
H 3.7728 5.3533 0.0547
H 2.7816 5.4950 1.4784
H 3.3980 3.0914 1.1215
H 1.1108 2.0274 1.2628
H 0.4349 3.4646 0.5598
H 1.2502 3.5960 2.1577
H 3.0098 2.1775 -0.8801
C -3.3388 -2.3735 5.4050
C -1.8631 -2.5349 5.0123
C -1.4339 -3.9516 5.1400
O -1.6702 -2.1158 3.6790
H -3.4103 -2.4067 6.4989
H -3.9274 -3.2093 4.9180
H -3.7748 -1.4268 5.0350
H -1.3524 -1.9246 5.7187
H -1.9413 -4.6688 4.4455
H -1.6081 -4.2767 6.2019
H -0.3788 -3.9829 4.9748
H -1.7427 -1.1396 3.6275
```

Löwdin atomic charge list, values in e, 4 entries: number 1, C, carries -0.03; number 2, C, carries -0.45; number 3, C, carries -0.05; number 4, O, carries -0.09



(2)
Molecular formula: C24H66CaF3N5O11P
Method: DFT, ωB97M-V/def2-TZVPD

Results
**E_HOMO**: -14.9320 eV
**Charge**: +3
**Orbital gap**: 7.16 eV

Geometry as XYZ:
```
111
C24H66CaF3N5O11P (ωB97M-V/def2-TZVPD)
Ca 0.9098 -0.9292 2.6017
P -0.2339 0.0662 0.2626
O 0.5146 1.3505 -0.2141
O -0.7007 0.1915 1.7268
O 0.7849 -1.0831 0.3422
O -1.3849 -0.2178 -0.7483
C -4.1696 -1.7554 0.2796
C -4.6465 -0.4205 0.8178
C -5.4709 -0.5443 2.0959
O -5.9681 0.6484 2.6109
C -6.5561 1.5593 1.7292
N -3.4625 0.5171 1.0768
H -3.6401 1.5092 0.9595
H -3.0233 0.2952 1.9727
H -2.6591 0.2930 0.4236
H -3.7450 -1.6335 -0.7118
H -5.0009 -2.4595 0.2890
H -3.4395 -2.1849 0.9684
H -5.1808 0.0861 0.0138
H -4.8894 -1.0327 2.8783
H -6.2711 -1.2331 1.7947
H -5.7983 2.0738 1.1183
H -7.1434 2.3214 2.2343
H -7.2347 1.1189 0.9885
C 0.9140 4.9424 0.4299
C 0.9409 4.3158 1.8466
C 0.6012 5.2977 2.9504
O 0.8742 4.7478 4.2102
C 0.9040 5.6954 5.2771
N 0.0495 3.1000 1.9629
H 0.2339 2.3576 1.2484
H 0.1569 2.6291 2.8610
H -0.9443 3.2476 1.7871
H 1.4069 5.9106 0.5377
H -0.1096 5.1102 0.1049
H 1.5899 4.4278 -0.2461
H 1.9535 3.9719 2.0591
H -0.4816 5.4883 2.9834
H 1.1765 6.2152 2.8002
H 1.6018 6.4950 5.0139
H 1.2282 5.2135 6.1923
H -0.0949 6.1300 5.3682
C -1.1491 -3.9339 -0.2893
C -0.2854 -3.9549 -1.5121
C -0.8250 -4.7977 -2.6454
O 0.1575 -4.8201 -3.6394
C -0.2468 -5.5727 -4.7921
N 0.0596 -2.5594 -1.9457
H 0.5996 -2.4996 -2.8082
H -0.7970 -2.0118 -2.0896
H 0.5318 -2.0948 -1.1512
H -0.9212 -3.1757 0.4660
H -1.3032 -4.9014 0.1847
H -2.1671 -3.6755 -0.6073
H 0.6900 -4.3959 -1.2897
H -1.7781 -4.3997 -3.0130
H -0.8960 -5.7770 -2.1593
H -0.6991 -6.5265 -4.5057
H 0.5688 -5.7455 -5.4830
H -1.0851 -5.0006 -5.2046
C 4.0537 -2.0738 -0.3922
C 4.2775 -0.5643 -0.5531
C 5.4069 -0.1667 -1.5165
O 5.1687 1.1538 -1.9897
C 5.9874 1.5219 -3.0840
N 2.9945 0.1095 -0.9794
H 2.7547 -0.0556 -1.9537
H 2.1980 -0.3392 -0.4660
H 2.8423 1.0630 -0.6501
H 3.5779 -2.4872 -1.2826
H 3.5475 -2.2955 0.5469
H 5.0603 -2.4905 -0.3267
H 4.4702 -0.1492 0.4362
H 5.6162 -0.9546 -2.2430
H 6.2870 -0.0057 -0.8867
H 5.5667 2.4472 -3.4718
H 6.0322 0.7667 -3.8744
H 7.0286 1.7029 -2.8014
C -0.2217 4.2194 -3.2134
C -0.6582 2.7883 -3.4848
C 0.5113 1.8716 -3.8742
O 1.0071 2.4355 -5.0435
C 2.3449 2.0127 -5.3580
N -1.3574 2.1949 -2.2430
H -1.6555 1.2589 -2.5101
H -0.6836 2.0619 -1.4521
H -2.0739 2.8016 -1.8549
H 0.6332 4.3219 -2.5467
H -1.0082 4.8477 -2.7915
H 0.1245 4.6970 -4.1286
H -1.4451 2.7755 -4.2369
H 0.2119 0.8173 -3.9419
H 1.2063 1.9199 -3.0249
H 2.1409 0.9987 -5.7342
H 2.9895 1.8640 -4.4900
H 2.7936 2.5641 -6.1760
C 1.3036 -3.7340 3.4949
O 0.0964 -2.9235 3.5109
O 2.2815 -2.9415 2.9556
C 1.6765 -4.2109 4.9189
F 0.9757 -5.3267 5.2276
F 2.9593 -4.5823 5.0235
F 1.4624 -3.2769 5.8699
C -1.1605 -3.4258 3.9141
C -2.2486 -2.3442 3.8583
H -2.3139 -1.8847 2.8663
H -3.2271 -2.7748 4.0618
H -2.0477 -1.5055 4.5294
H -1.1510 -3.9024 4.8948
H -1.5000 -4.2113 3.2295
H 1.1173 -4.5793 2.8242
```

Löwdin atomic charge list, values in e, 4 entries: number 1, Ca, carries 1.57; number 2, P, carries 0.00; number 3, O, carries -0.40; number 4, O, carries -0.52



(3)
Molecular formula: C24H66F9N10O22P
Method: DFT, ωB97M-V/def2-TZVPD

Results
**E_HOMO**: -5.0087 eV
**Relative energy (zero: lowest compared OMol25 entry of this formula, charge and spin)**: 0.0 kcal/mol
**Charge**: -2
**Orbital gap**: 1.35 eV

Geometry as XYZ:
```
132
C24H66F9N10O22P (ωB97M-V/def2-TZVPD)
C -4.5442 4.2628 6.5124
C -4.1959 5.0062 5.2688
C -5.0903 6.2336 5.0737
O -4.9255 6.6526 3.6933
C -5.2913 8.0746 3.5743
N -2.7909 5.5984 5.3454
H -2.7984 6.2739 4.6186
H -2.5624 6.6184 6.6360
H -2.0834 4.9522 4.9658
H -3.9063 3.3995 6.5695
H -5.5441 3.8500 6.4173
H -4.4394 4.9547 7.3683
H -4.3292 4.3808 4.4296
H -4.8014 7.0420 5.8042
H -6.1251 5.9329 5.3294
H -4.5436 8.6820 4.0586
H -6.3794 8.2793 3.9266
H -5.2347 8.3336 2.5202
C 3.2272 -0.0431 4.1333
C 4.6080 -0.6140 4.3040
C 4.8732 -0.7668 5.8249
O 6.2694 -1.0180 6.0559
C 6.5877 -2.4278 6.0799
N 4.8370 -1.8227 3.4916
H 2.8055 3.5041 -0.1164
H 4.1067 -1.7030 2.8489
H 5.7830 -1.6995 3.1228
H 3.1366 0.8702 4.6822
H 2.4376 -0.7963 4.3934
H 3.1676 0.2374 3.0737
H 5.3071 0.1122 3.9441
H 4.2611 -1.5526 6.2102
H 4.6232 0.1702 6.2803
H 5.8566 -3.0206 5.5012
H 6.6275 -2.7429 7.0776
H 7.5256 -2.5242 5.5131
C 3.6899 -4.0166 -2.3206
C 4.6908 -3.2996 -3.2180
C 4.1253 -2.0901 -3.8612
O 5.1201 -1.6857 -4.7672
C 4.4193 -0.6925 -5.5616
N 5.9894 -2.9205 -2.6319
H 6.6346 -3.7915 -2.7207
H 6.3302 -2.1223 -3.1698
H 5.8314 -2.5128 -1.6828
H 3.6381 -3.3733 -1.4772
H 3.9719 -5.0363 -1.8811
H 2.7715 -3.9925 -2.9669
H 4.9665 -3.9969 -3.9469
H 4.0552 -1.2812 -3.0676
H 3.1074 -2.2199 -4.2854
H 3.7232 -0.1584 -4.8687
H 3.7382 -1.2633 -6.1736
H 5.2036 -0.1022 -5.9233
C -0.6347 -0.4514 1.6379
C -1.3847 -1.6080 1.0283
C -0.3520 -2.7372 1.0189
O -0.8412 -4.0397 0.5888
C -0.6164 -4.3427 -0.7704
N -2.5500 -1.8783 1.8734
H -2.8669 -2.7855 1.8831
H -2.2465 -1.8098 -2.5047
H -3.3351 -1.3105 1.5958
H 0.2944 -0.1533 1.1356
H -0.3872 -0.8155 2.6208
H -1.2801 0.4135 1.7142
H -1.6232 -1.4623 -0.0107
H -0.0082 -2.9122 2.0486
H 0.4240 -2.3827 0.3452
H -1.0962 -3.6411 -1.4161
H -0.9149 -5.3756 -0.8915
H 0.4257 -4.3614 -0.9366
C -1.6423 1.2382 -5.1770
C -1.2159 1.1823 -3.6997
C 0.2764 1.0324 -3.6256
O 0.7666 1.0437 -2.3086
C 2.0164 0.3975 -2.1573
N -1.6823 2.3504 -2.8842
H -1.7618 2.0927 -1.9337
H -0.9735 3.1679 -3.0850
H -2.5974 2.6486 -3.2604
H -2.7022 1.3726 -5.1945
H -1.4767 0.2837 -5.6491
H -1.1164 1.9930 -5.7188
H -1.7875 0.4215 -3.2585
H 0.7771 1.8430 -4.2986
H 0.6380 0.1338 -4.1273
H 2.1570 0.4883 -1.1078
H 2.7824 0.9863 -2.7318
H 2.0316 -0.5897 -2.5216
P -4.5240 1.0799 -0.2891
F -2.9987 0.5889 -0.4266
F -4.1760 2.5118 -0.9208
F -4.9120 0.5916 -1.7637
F -6.0490 1.5808 0.1045
F -4.9079 -0.4335 0.1661
F -4.0863 1.4753 1.2378
C -4.2089 -2.2037 -2.3929
O -4.3580 -3.5511 -2.0336
O -3.0042 -1.5384 -1.9397
C -4.5686 -2.1438 -3.8981
F -4.1725 -1.0176 -4.4813
F -4.1984 -3.2123 -4.6827
F -6.0087 -2.1589 -3.8204
C -4.6217 -3.9566 -0.6338
C -5.0704 -5.3492 -0.8025
H -4.2874 -5.8539 -1.3803
H -5.2333 -5.8035 0.1750
H -6.0060 -5.4568 -1.3274
H -5.3221 -3.2736 -0.2747
H -3.6290 -3.9493 -0.0323
H -5.0182 -1.6381 -1.8627
N 6.4469 -1.0588 -0.3434
O 5.6459 -2.0500 -0.1984
O 6.1435 0.0371 0.2133
O 7.4646 -1.1648 -1.0281
N -1.3212 4.8127 -4.6164
O -0.3362 4.4122 -3.9081
O -2.4207 4.2025 -4.5796
O -1.2092 5.7335 -5.3907
N -2.7310 8.4687 7.1660
O -2.7503 8.5662 5.9292
O -2.7990 7.1855 7.6139
O -2.7009 9.4203 7.9162
N -0.2767 -2.1503 -4.9424
O -0.4770 -2.1843 -3.6988
O -1.2065 -2.5266 -5.6397
O 0.8547 -1.9805 -5.3820
N 7.2499 -6.1241 -4.0224
O 6.8442 -5.4715 -3.0512
O 7.0865 -7.3779 -4.1058
O 7.8962 -5.6046 -4.8815
```

Löwdin atomic charge list, values in e, 4 entries: number 1, C, carries -0.06; number 2, C, carries -0.38; number 3, C, carries -0.20; number 4, O, carries -0.19



(4)
Molecular formula: C24H66N2Na3O18S2
Method: DFT, ωB97M-V/def2-TZVPD

Results
**E_HOMO**: -6.4978 eV
**Charge**: -1
**Orbital gap**: 8.26 eV

Geometry as XYZ:
```
115
C24H66N2Na3O18S2 (ωB97M-V/def2-TZVPD)
Na -2.0835 1.3302 -1.8706
Na -2.8418 -1.7663 -0.4817
Na -0.7259 0.7618 0.9953
S -3.6179 0.9932 0.4424
O -2.9739 -0.0969 1.2696
O -4.6442 1.6160 1.2699
O -2.5521 2.0211 0.1005
O -4.0492 0.3833 -0.7969
S 0.1024 -0.6036 -1.7883
O -1.3239 -0.9025 -1.9399
O 0.5794 -1.7994 -1.0281
O 0.7095 -0.4855 -3.1358
O 0.2217 0.6545 -1.0135
C 3.6748 -2.1956 -7.8862
O 2.9590 -1.1995 -7.1430
C 3.2555 -1.2499 -5.7351
C 2.7856 -2.4528 -5.0217
N 3.0084 -2.2860 -3.5931
C 2.8930 -3.5565 -2.7814
C 4.2553 -4.1604 -2.4692
O 4.2075 -5.2384 -1.5307
C 4.1115 -4.7415 -0.2663
H 2.9868 -2.9397 -8.2529
H 4.4105 -2.7131 -7.4274
H 4.0280 -1.6575 -8.7666
H 2.7101 -0.3522 -5.3671
H 4.3400 -1.1001 -5.5662
H 3.4071 -3.2975 -5.3384
H 1.7679 -2.7105 -5.3369
H 2.3985 -1.5830 -3.1797
H 2.2638 -4.2779 -3.3279
H 2.3222 -3.3889 -1.8326
H 4.8417 -3.3869 -2.0098
H 4.8472 -4.4442 -3.3664
H 4.9740 -4.1257 -0.0094
H 4.0142 -5.5591 0.5208
H 3.2887 -4.0793 -0.0787
C 1.5033 3.2788 1.0758
O 0.5196 2.8900 2.0548
C -0.3805 3.9581 2.4435
C -1.4093 3.3840 3.4123
N -0.7625 3.0835 4.6640
C -1.6597 2.5441 5.6180
C -2.3854 1.2902 5.1629
O -1.3822 0.3341 4.8888
C -1.8099 -0.8601 4.3337
H 1.4077 4.2954 0.6597
H 1.4546 2.5729 0.2321
H 2.4932 3.1579 1.5148
H -0.8625 4.3122 1.5267
H 0.1698 4.7679 2.9080
H -1.9281 2.5755 2.8238
H -2.1499 4.1356 3.5364
H 0.0872 2.5472 4.5792
H -2.3613 3.3132 5.9101
H -1.0360 2.2582 6.4802
H -2.9670 1.4146 4.3006
H -3.0392 0.9197 5.9896
H -2.4663 -0.7492 3.4554
H -2.4994 -1.3925 5.0631
H -0.9440 -1.4516 4.0633
C -0.3299 4.3453 -3.3049
C 0.3534 3.0655 -3.7581
O -0.6180 2.0567 -3.6812
H 0.0962 5.3883 -3.5158
H -0.4707 4.3721 -2.2100
H -1.3136 4.3113 -3.8012
H 1.2209 2.8236 -3.1552
H 0.7419 3.1052 -4.7649
H -0.1000 1.1488 -3.7521
C -1.5383 -5.2352 1.4799
C -0.8651 -3.8899 1.2275
O -1.2261 -3.3683 -0.0319
H -1.1106 -6.0162 0.8678
H -2.5673 -5.0922 1.3844
H -1.2794 -5.3682 2.5040
H 0.2236 -4.0505 1.3329
H -1.1509 -3.1613 2.0655
H -0.4489 -2.8833 -0.4590
C 3.8826 0.4672 -1.2334
C 4.3912 0.9472 -2.6156
O 3.2701 1.3642 -3.3901
H 3.2510 1.2653 -0.8348
H 4.7167 0.2400 -0.5113
H 3.2771 -0.3901 -1.4050
H 4.9548 0.2061 -3.1250
H 4.9720 1.8250 -2.5878
H 2.4989 0.8196 -3.1647
C -4.6564 5.1981 0.1431
C -4.1144 4.9544 1.5358
O -3.1277 5.8585 1.8764
H -4.0786 4.7035 -0.7622
H -4.7670 6.2541 -0.0286
H -5.6484 4.7382 0.1103
H -3.8734 3.9108 1.6595
H -4.9859 5.0480 2.2318
H -2.3694 5.5095 1.4252
C -5.3030 -1.3647 3.8986
C -5.3515 -2.4826 2.7940
O -4.2834 -2.5090 1.8552
H -6.3214 -1.3250 4.2695
H -5.0984 -0.4208 3.4910
H -4.5650 -1.6710 4.6521
H -6.3111 -2.4563 2.3338
H -5.3562 -3.4032 3.3946
H -3.9378 -1.6085 1.9084
C 3.2555 -0.7580 2.2636
C 1.8597 -1.0959 2.7536
O 0.8725 -0.9751 1.7349
H 3.3287 -1.3903 1.3462
H 4.0607 -1.0912 2.9544
H 3.3319 0.2896 2.0726
H 1.4645 -0.5368 3.5809
H 1.9551 -2.2115 3.0689
H 1.0446 -1.4509 0.9225
```

Löwdin atomic charge list, values in e, 4 entries: number 1, Na, carries 0.42; number 2, Na, carries 0.48; number 3, Na, carries 0.35; number 4, S, carries 0.30